{"formula": "C13H14HgN2", "method": "the ωB97M-V functional and the def2-TZVPD basis", "elements": ["Hg", "C", "H", "H", "H", "H", "H", "C", "C", "C", "C", "C", "C", "N", "N", "C", "C", "C", "C", "C", "C", "H", "H", "H", "H", "H", "H", "H", "H", "H"], "positions_angstrom": [[-0.176537, -0.170567, -0.780586], [0.122204, 0.051759, -3.458391], [1.186514, 0.193319, -3.268545], [-0.120433, -1.012541, -3.483576], [-0.178667, 0.543857, -4.396994], [-0.543509, 0.640578, -2.622359], [-0.955564, 1.146296, -1.535572], [0.001099, 2.437050, 4.920476], [-0.362100, 2.822309, 3.621960], [-0.167376, 1.952065, 2.558779], [0.371617, 0.664610, 2.794526], [0.766186, 0.295033, 4.093520], [0.568746, 1.178045, 5.153439], [0.478761, -0.221271, 1.724887], [1.018414, -1.356296, 2.000739], [1.048570, -2.291050, 0.972345], [1.641786, -3.557746, 1.263513], [1.780851, -4.516179, 0.269048], [1.321331, -4.239445, -1.026534], [0.723132, -3.000014, -1.308095], [0.587370, -2.036015, -0.325405], [-0.162762, 3.111746, 5.754360], [-0.791821, 3.808140, 3.448484], [-0.426825, 2.201793, 1.531345], [1.200162, -0.693079, 4.205607], [0.875420, 0.861902, 6.150201], [2.008983, -3.738301, 2.276638], [2.266405, -5.477269, 0.459876], [1.429074, -4.952093, -1.841899], [0.370866, -2.758434, -2.309389]], "atomic_forces_ev_per_a": [[-1.12, 0.40, 0.76], [-1.60, 1.60, -0.04], [-0.02, 0.08, -0.02], [-0.07, 0.13, -0.08], [0.40, -0.42, -0.02], [2.04, -1.71, -3.49], [-0.26, 0.34, 2.18], [0.01, -0.26, -0.27], [0.18, -0.06, 0.32], [0.26, -1.03, -0.09], [0.09, 0.96, 1.37], [-0.33, 0.45, -0.20], [0.11, -0.14, -0.40], [1.28, -2.62, 0.12], [-1.24, 2.52, 0.35], [0.61, -1.69, -1.13], [-0.25, 0.97, 0.20], [-0.11, -0.01, -0.55], [-0.19, 0.48, 0.04], [0.25, -0.56, 0.18], [0.24, 0.24, 0.34], [0.02, -0.03, -0.12], [0.10, -0.24, 0.04], [-0.05, 0.09, 0.23], [-0.09, 0.22, 0.26], [-0.15, 0.24, -0.17], [-0.12, 0.05, -0.30], [-0.21, 0.38, 0.11], [0.05, -0.03, 0.29], [0.16, -0.34, 0.10]], "gap_ha": 0.2748, "multiplicity": 1, "homo_ev": -8.50}

---

{"formula": "C13H14N2", "method": "the ωB97M-V functional and the def2-TZVPD basis", "elements": ["N", "C", "C", "C", "C", "C", "C", "C", "N", "C", "C", "C", "C", "C", "C", "H", "H", "H", "H", "H", "H", "H", "H", "H", "H", "H", "H", "H", "H"], "positions_angstrom": [[-0.390432, 1.273581, -2.357315], [-1.160348, 0.314322, -1.596614], [-1.822042, 0.940604, -0.325334], [-0.748875, 1.282323, 0.657831], [-0.473896, 0.466107, 1.752792], [0.583864, 0.792746, 2.580413], [1.339317, 1.919618, 2.290379], [0.992680, 2.664444, 1.176626], [-0.019377, 2.359057, 0.382390], [-0.319685, -0.860813, -1.149652], [-0.949600, -2.049839, -0.800447], [-0.222260, -3.120543, -0.314506], [1.150874, -3.016898, -0.170522], [1.787560, -1.841277, -0.526438], [1.058165, -0.770134, -1.012417], [0.187893, 1.820526, -1.723400], [-1.012812, 1.925625, -2.822078], [-1.963021, -0.059655, -2.244263], [-2.355731, 1.844445, -0.625180], [-2.525734, 0.231562, 0.109825], [-1.076338, -0.409278, 1.941452], [0.820289, 0.177363, 3.436612], [2.173808, 2.208941, 2.909784], [1.549038, 3.550670, 0.897576], [-2.021764, -2.137858, -0.912713], [-0.727224, -4.037901, -0.047576], [1.721064, -3.850789, 0.212134], [2.859722, -1.755361, -0.423570], [1.564864, 0.138412, -1.295787]], "atomic_forces_ev_per_a": [[0.22, 0.09, -0.26], [-0.29, -0.03, 0.19], [0.08, -0.10, -0.27], [-0.21, -0.12, 0.28], [0.04, 0.15, 0.05], [-0.01, 0.05, -0.05], [-0.02, -0.05, 0.00], [0.31, 0.06, 0.25], [-0.20, 0.22, -0.26], [-0.08, -0.12, -0.23], [0.03, 0.08, -0.01], [-0.06, -0.10, 0.07], [0.07, -0.09, 0.05], [0.10, 0.00, 0.05], [-0.09, 0.03, -0.07], [-0.15, 0.07, -0.16], [0.07, -0.02, 0.08], [0.10, 0.02, 0.11], [-0.03, -0.04, 0.05], [-0.04, -0.01, 0.03], [-0.06, -0.08, -0.01], [0.01, -0.04, 0.05], [0.07, 0.05, 0.04], [0.10, 0.05, 0.07], [-0.12, 0.00, -0.02], [-0.03, -0.07, 0.01], [0.05, -0.06, 0.02], [0.08, 0.01, 0.01], [0.07, 0.10, -0.05]], "gap_ha": 0.3593, "multiplicity": 1, "smiles": "N[C@H](Cc1ccccn1)c1ccccc1", "homo_ev": -8.86}

---

{"formula": "C13H14N2", "method": "the ωB97M-V functional and the def2-TZVPD basis", "elements": ["C", "C", "C", "C", "C", "C", "C", "C", "C", "C", "C", "C", "C", "N", "N", "H", "H", "H", "H", "H", "H", "H", "H", "H", "H", "H", "H", "H", "H"], "positions_angstrom": [[-1.810721, 1.893438, 2.227989], [-2.321906, 0.316431, 3.523005], [-1.152568, 0.777544, 1.746889], [0.106746, 1.464300, -0.315893], [0.981239, 1.342117, -1.489817], [2.060661, -0.844419, -0.937931], [-0.385005, 0.522981, 0.553936], [1.886438, 0.348722, -1.771515], [1.038327, -1.228986, -0.202931], [0.355322, -1.942850, 0.834494], [-0.335958, -0.862499, 0.040617], [2.627793, 0.427024, -3.148363], [-1.516932, -1.220729, -0.860005], [-2.517197, 1.586011, 3.323396], [-1.452015, -0.225985, 2.610649], [-1.894988, 2.831853, 1.798523], [-2.732267, -0.215382, 4.360289], [-0.136069, 2.519122, -0.199996], [1.035403, 2.258571, -2.257872], [3.037031, -1.377032, -1.010320], [0.225772, -2.973435, 0.339996], [0.633041, -2.027487, 1.882174], [3.079783, 1.472442, -3.331113], [1.845784, 0.336309, -3.942501], [3.575935, -0.374672, -3.123735], [-2.365215, -1.346192, -0.242956], [-1.222604, -1.998377, -1.567769], [-1.584466, -0.345826, -1.526565], [-1.061366, -1.112995, 2.687328]], "atomic_forces_ev_per_a": [[0.06, -0.55, 0.18], [0.54, -0.47, 0.51], [2.05, -0.05, -2.81], [3.06, 3.57, -5.19], [-2.89, 3.06, 1.94], [1.21, 0.89, -1.45], [-2.05, -1.82, 3.39], [2.00, -2.44, -1.86], [0.49, 0.00, -0.33], [0.31, -3.46, -0.84], [-0.06, 0.10, 0.50], [1.85, -0.10, 1.29], [2.33, 1.34, -1.26], [-0.78, 0.20, 0.54], [-2.04, 1.17, 1.31], [0.11, 1.55, -0.79], [0.02, -0.32, 0.04], [-0.59, -0.18, 0.18], [-0.28, -1.86, 2.18], [-0.81, 0.41, 0.35], [-0.58, 1.16, 1.32], [0.11, 0.47, -0.09], [-0.56, -1.50, 0.47], [0.96, -0.61, 0.31], [-2.84, 2.01, -0.61], [-1.13, -0.46, 0.18], [-0.46, -0.56, 0.53], [-0.66, -0.12, 0.26], [0.62, -1.43, -0.25]], "s_squared": 2.036, "gap_ha": [0.2165, 0.2397], "multiplicity": 3, "homo_ev": [-5.18, -8.57]}

---

{"formula": "C13H14N2OS2", "method": "the ωB97M-V functional and the def2-TZVPD basis", "elements": ["C", "C", "C", "S", "C", "C", "C", "N", "C", "C", "C", "C", "C", "S", "C", "C", "O", "N", "H", "H", "H", "H", "H", "H", "H", "H", "H", "H", "H", "H", "H", "H"], "positions_angstrom": [[1.929438, 2.710405, -1.384087], [2.103812, 1.575276, -0.382406], [2.650662, 0.334859, -1.066030], [2.869553, -1.064927, 0.099254], [1.151180, -1.482115, 0.295958], [0.410415, -1.065291, 1.339029], [0.935055, -0.270823, 2.369050], [1.314376, 0.388106, 3.228924], [-1.079725, -1.349110, 1.349843], [-1.790822, -0.203998, 0.692716], [-2.721246, 0.621530, 1.242448], [-3.173731, 1.620782, 0.350719], [-2.575971, 1.544980, -0.862848], [-1.450067, 0.249988, -0.949047], [-1.347802, -2.686293, 0.651559], [-0.632199, -2.831966, -0.673681], [-1.055387, -3.453121, -1.615791], [0.609404, -2.243888, -0.711775], [1.538610, 3.592182, -0.883752], [1.232585, 2.421980, -2.168409], [2.880811, 2.967241, -1.844209], [2.784469, 1.877625, 0.415198], [1.138518, 1.348122, 0.075343], [1.996271, 0.003405, -1.873202], [3.649446, 0.511646, -1.463369], [-1.433598, -1.406077, 2.384818], [-3.074113, 0.522574, 2.253459], [-3.909798, 2.360309, 0.608599], [-2.722126, 2.166776, -1.723378], [-2.416541, -2.829885, 0.487834], [-0.991032, -3.504253, 1.286015], [1.179554, -2.426031, -1.528795]], "atomic_forces_ev_per_a": [[-0.01, -0.13, 0.20], [0.01, 0.10, -0.15], [-0.10, -0.16, 0.44], [-0.22, -0.06, -0.10], [0.60, 0.38, 0.54], [-0.27, -0.69, -0.62], [0.35, 0.30, 0.27], [0.07, 0.22, 0.33], [0.06, -0.08, -0.03], [-0.05, 0.11, -0.18], [0.17, -0.25, -0.03], [-0.05, 0.18, -0.21], [0.18, -0.17, -0.08], [-0.35, 0.17, 0.35], [-0.16, -0.03, 0.08], [-0.34, -0.16, 0.15], [-0.09, -0.10, -0.10], [0.26, -0.03, -0.42], [-0.04, 0.13, -0.03], [-0.08, 0.03, -0.12], [0.08, 0.08, -0.10], [-0.04, -0.05, 0.05], [0.07, -0.01, 0.04], [0.08, 0.06, -0.11], [0.01, -0.02, -0.11], [0.05, -0.01, -0.16], [-0.02, -0.07, 0.22], [-0.12, 0.15, 0.01], [-0.09, 0.16, -0.15], [0.12, -0.03, -0.06], [0.02, 0.00, -0.03], [-0.11, -0.04, 0.12]], "gap_ha": 0.3304, "multiplicity": 1, "smiles": "CCCSC1=C(C#N)[C@@H](c2cccs2)CC(=O)N1", "homo_ev": -8.96}